This record from the OMol25 dataset describes a cluster of 3 separate species, C3H12N2O3 in total at a distorted geometry. The level of theory is ωB97M-V/def2-TZVPD.

Results
total energy = -456.54527 a.u.
relative energy (zero: lowest compared OMol25 entry of this formula, charge and spin) = 141.13 kcal/mol
E_HOMO = -8.51 eV
LUMO level = -3.4 eV
molar mass = 124.14 g mol⁻¹

Geometry as ORCA input:
```
! wB97M-V def2-TZVPD RIJCOSX def2/J DEFGRID3
* xyz 0 1
C -2.45963 -0.20937 -0.55406
C -1.29854 0.68625 -0.78627
C -0.03734 0.30180 -0.22513
N 0.74703 -0.42396 -1.21046
O -0.05663 -0.59051 0.87394
N -2.86801 -0.36476 0.84496
H -2.29815 -1.23680 -0.89027
H -3.32862 0.16408 -1.09357
H 0.55248 1.15855 0.14987
H -1.62898 1.67071 -1.02587
H 1.77184 -0.28396 -1.16759
H 0.37823 -0.40479 -2.15845
H -2.06344 -0.63924 1.39967
H -3.21964 0.48428 1.27957
H 0.53927 -0.10852 1.49532
H 3.85359 -1.24722 -0.28585
O 3.36765 -0.45803 -0.52880
H 2.97658 -0.00415 0.39634
H 2.77942 0.99636 2.07643
O 2.29290 0.50929 1.41023
*
```

Results of the Löwdin charge analysis, in e, for atoms 1 through 5: atom 1 (C): -0.248, atom 2 (C): 0.192, atom 3 (C): -0.497, atom 4 (N): 0.201, atom 5 (O): -0.034